{
  "formula": "C17H22N2O5",
  "method": "wB97M-V/def2-TZVPD",
  "symbols": ["C", "O", "C", "C", "C", "C", "C", "C", "C", "C", "C", "O", "C", "O", "C", "O", "N", "C", "C", "N", "C", "C", "O", "C", "H", "H", "H", "H", "H", "H", "H", "H", "H", "H", "H", "H", "H", "H", "H", "H", "H", "H", "H", "H", "H", "H"],
  "coordinates": [[2.0308, -3.9825, 1.2097], [0.7962, -3.9665, 1.8905], [-0.0313, -2.9065, 1.6970], [-1.2212, -2.9118, 2.4276], [-2.1192, -1.8729, 2.2984], [-1.8489, -0.8110, 1.4501], [-0.6735, -0.8074, 0.7163], [-0.3357, 0.3525, -0.1998], [0.0335, 1.5706, 0.6079], [1.3037, 1.6668, 1.3157], [1.3847, 2.7197, 2.3820], [2.2498, 0.9596, 1.0107], [-0.9239, 2.5065, 0.4152], [-1.0698, 3.7433, 0.8946], [-1.8656, 2.0366, -0.6384], [-2.7701, 2.7169, -1.0974], [-1.4752, 0.7947, -0.9742], [-1.8575, 0.1064, -2.1754], [-0.8081, 0.3413, -3.2857], [0.4499, -0.2882, -2.9360], [1.6606, 0.4942, -3.0702], [2.8553, -0.3037, -2.5214], [2.6540, -0.8143, -1.2342], [0.2334, -1.8508, 0.8316], [2.5356, -4.8889, 1.5402], [2.6402, -3.1105, 1.4636], [1.8913, -4.0179, 0.1253], [-1.4152, -3.7405, 3.0898], [-3.0363, -1.8852, 2.8682], [-2.5490, 0.0057, 1.3554], [0.4583, 0.0249, -0.8751], [1.0893, 3.6825, 1.9716], [2.3933, 2.7729, 2.7825], [0.6850, 2.4745, 3.1786], [-1.8468, 4.1239, 0.4418], [-1.9418, -0.9615, -1.9612], [-2.8243, 0.5014, -2.4937], [-1.2158, -0.0334, -4.2328], [-0.6595, 1.4199, -3.3882], [0.5560, -1.1989, -3.3633], [1.8875, 0.7812, -4.1119], [1.5353, 1.4133, -2.4870], [3.0221, -1.1790, -3.1577], [3.7516, 0.3299, -2.5666], [2.6419, -0.1012, -0.5686], [1.1371, -1.8210, 0.2453]],
  "forces_ev_per_angstrom": [[0.2, 0.0, -0.1], [-0.3, 0.0, 0.1], [-0.2, 0.1, 0.1], [0.2, -0.2, 0.0], [0.0, 0.0, 0.0], [0.0, 0.0, -0.1], [-0.2, -0.1, 0.0], [0.5, -0.1, 0.3], [-0.7, 0.3, -0.4], [0.1, 0.4, 0.2], [0.3, -0.1, 0.1], [0.0, 0.0, 0.1], [0.6, -0.3, 0.1], [-0.1, -0.1, -0.1], [-0.3, 0.0, -0.1], [0.0, 0.1, 0.0], [0.1, 0.1, 0.2], [0.0, 0.2, -0.6], [-0.4, -0.2, 0.2], [0.1, -0.2, -0.4], [0.2, -0.3, 0.1], [-0.1, 0.3, -0.4], [0.0, 0.0, 0.5], [0.2, -0.2, 0.0], [0.0, 0.1, -0.1], [0.0, 0.0, 0.0], [0.0, 0.0, 0.0], [0.0, -0.1, 0.1], [-0.1, 0.0, 0.1], [-0.1, 0.1, 0.0], [-0.1, 0.2, 0.2], [0.0, 0.1, 0.0], [0.0, 0.0, 0.0], [-0.1, 0.0, 0.1], [0.1, -0.1, 0.0], [-0.1, 0.0, 0.0], [0.0, -0.1, 0.1], [0.0, 0.1, 0.0], [0.0, 0.0, -0.1], [0.0, 0.0, 0.0], [0.0, 0.1, 0.1], [0.0, 0.0, 0.0], [0.0, 0.1, -0.1], [-0.1, -0.1, -0.1], [0.0, -0.1, -0.1], [0.1, 0.0, -0.1]],
  "lowdin_charge": [-0.079, -0.081, -0.263, -0.009, -0.073, -0.033, -0.148, -0.179, -0.023, -0.365, 0.014, 0.082, -0.159, 0.111, -0.394, 0.080, 0.007, -0.099, -0.178, -0.092, -0.211, -0.254, -0.088, 0.048, 0.092, 0.099, 0.097, 0.115, 0.104, 0.116, 0.116, 0.084, 0.088, 0.101, 0.128, 0.133, 0.127, 0.117, 0.124, 0.127, 0.119, 0.120, 0.117, 0.119, 0.052, 0.092],
  "multiplicity": 1,
  "smiles": "COc1cccc([C@@H]2C(C(C)=O)=C(O)C(=O)N2CCNCCO)c1",
  "de_lowest_ev": 1.8801,
  "lumo_ev": 0.03,
  "homo_lumo_gap_ev": 8.3,
  "energy_ev": -31203.6258
}

---

{
  "formula": "C17H22N2OS",
  "method": "wB97M-V/def2-TZVPD",
  "symbols": ["C", "C", "C", "C", "C", "O", "C", "C", "C", "C", "C", "C", "C", "C", "S", "C", "N", "C", "C", "N", "C", "H", "H", "H", "H", "H", "H", "H", "H", "H", "H", "H", "H", "H", "H", "H", "H", "H", "H", "H", "H", "H", "H"],
  "coordinates": [[0.9509, 3.0457, 1.0879], [1.5443, 1.8422, 1.8620], [3.0167, 1.4671, 1.4390], [3.3197, 1.2499, -0.0360], [2.7565, -0.0584, -0.5857], [1.3387, -0.1010, -0.5223], [0.6686, -1.2510, -0.9218], [1.2876, -2.3594, -1.5722], [0.6038, -3.4651, -2.0883], [-0.8155, -3.4616, -1.9674], [-1.4365, -2.4242, -1.2417], [-0.7147, -1.3610, -0.6991], [-1.4214, -0.3191, 0.0458], [-1.6581, -0.4348, 1.3840], [-1.3377, -1.9045, 2.3848], [-3.0547, -2.5681, 2.3225], [-1.8394, 0.8117, -0.7177], [-2.4313, 1.9622, -0.3053], [-2.5286, 2.7815, -1.4086], [-2.1106, 2.0992, -2.5361], [-1.6387, 0.9481, -2.1043], [0.0591, 3.3573, 1.5826], [1.6367, 3.8880, 1.1107], [0.6945, 2.8174, 0.0333], [0.9073, 0.9512, 1.7153], [1.5802, 2.0812, 2.9385], [3.6286, 2.2894, 1.8492], [3.2574, 0.5355, 1.9470], [4.4102, 1.2557, -0.1659], [2.8429, 2.0648, -0.6413], [3.0541, -0.1407, -1.6417], [3.2193, -0.8489, -0.0268], [2.3215, -2.3454, -1.8168], [1.1354, -4.2414, -2.6322], [-1.4541, -4.2286, -2.3816], [-2.5305, -2.4048, -1.1477], [-2.2061, 0.3533, 1.8664], [-3.0338, -3.4826, 2.9759], [-3.4376, -2.7879, 1.3349], [-3.6965, -1.8434, 2.7815], [-2.7313, 2.2291, 0.6739], [-2.9924, 3.7749, -1.4179], [-1.1645, 0.2267, -2.7565]],
  "forces_ev_per_angstrom": [[0.6, -0.9, -0.3], [0.5, -0.3, -0.8], [-1.0, 0.6, 0.7], [-1.5, 0.8, -0.5], [0.6, 0.5, -0.9], [-1.0, -0.9, 0.1], [0.7, -1.1, -0.5], [-0.3, 0.5, -0.1], [-2.0, 1.1, 0.5], [0.7, 0.6, 0.7], [0.4, -0.5, -0.6], [0.6, 0.0, -0.5], [-0.5, 0.4, 1.9], [0.0, -0.3, -1.4], [-0.6, 0.6, -1.1], [0.8, -0.8, 1.1], [0.9, -1.1, -0.9], [0.0, 1.6, -1.0], [-0.8, -0.8, 0.4], [0.8, -0.1, 0.5], [-0.8, 1.0, 0.5], [-0.8, 0.3, 0.3], [0.2, 0.2, -0.1], [0.2, 0.0, 0.6], [0.1, 0.5, 0.2], [-0.1, -0.1, -0.4], [0.1, -0.5, -0.3], [0.3, 0.0, 0.4], [-0.3, 0.0, -0.3], [0.7, -0.4, 0.4], [0.0, -0.1, 0.2], [0.0, -0.9, 0.3], [0.8, 0.3, 0.2], [-0.1, 0.2, 0.2], [0.2, -0.2, -0.1], [0.5, -0.1, 0.1], [-0.1, 0.2, 0.3], [-0.1, 0.8, -0.8], [0.3, -0.2, -0.3], [-0.4, 0.3, 0.3], [0.0, -0.3, 0.8], [0.4, -0.6, -0.2], [-0.1, -0.1, 0.4]],
  "lowdin_charge": [-0.105, -0.234, -0.207, -0.180, -0.205, -0.041, -0.170, -0.011, -0.058, -0.066, -0.032, -0.189, -0.231, -0.355, 0.809, -0.389, -0.001, -0.089, -0.142, 0.052, -0.122, 0.048, 0.068, 0.071, 0.080, 0.103, 0.109, 0.103, 0.119, 0.123, 0.129, 0.121, 0.090, 0.103, 0.094, 0.124, 0.059, 0.046, 0.023, 0.016, 0.103, 0.101, 0.131],
  "multiplicity": 1,
  "smiles": "CCCCCOc1ccccc1/C(=C\\SC)n1ccnc1",
  "de_lowest_ev": 2.1318,
  "lumo_ev": 0.62,
  "homo_lumo_gap_ev": 9.2,
  "energy_ev": -33847.5961
}